Formula: C34H53Br5ClIO3Si
Source: the Open Molecules 2025 dataset
Level of theory: ωB97M-V/def2-TZVPD

As for the LUMO energy: -0.8 eV. The total charge is 0. The total energy comes out at -15470.55868 Eh. The value obtained for the gap between HOMO and LUMO is 8.2 eV. Its spin multiplicity is 1.

Geometry (Å):
C  -2.8985  2.7247  0.4357
C  -1.9834  1.5999  -0.1266
C  -2.1660  1.5924  -1.6728
C  -3.2377  0.5734  -2.1229
C  -2.6933  -0.8701  -1.9074
C  -2.7272  -1.6671  -3.2347
C  -2.8169  -3.1881  -2.9822
C  -1.8758  -3.6669  -1.8646
C  -0.4176  -3.4421  -2.3047
C  0.4906  -3.4647  -1.0461
C  0.7477  -2.0884  -0.4645
C  1.5869  -1.2077  -1.0033
C  2.3814  -1.4001  -2.2644
C  3.8975  -1.1032  -2.0925
C  1.7759  0.1245  -0.3143
O  1.9560  1.1267  -0.9792
C  1.6861  0.0929  1.1960
C  2.4532  0.8887  2.0144
C  3.4537  1.8934  1.4629
C  2.8871  3.3315  1.2835
O  2.3560  3.6288  0.0110
Si  3.4533  4.1759  -1.1272
C  2.4430  4.4970  -2.6893
C  4.2991  5.7868  -0.6518
C  4.7857  2.9274  -1.5982
C  2.3280  0.7478  3.3903
C  3.1599  1.5769  4.3479
C  4.6228  1.1107  4.5105
C  4.7695  -0.2365  5.2537
Cl  5.1961  0.0213  6.9768
C  1.4370  -0.1609  3.9078
Br  1.2580  -0.3742  5.8099
C  0.6488  -0.9726  3.0935
I  -0.6663  -2.3867  3.9538
C  0.8020  -0.8211  1.7444
C  0.0113  -1.6969  0.7832
O  -1.1386  -2.0399  0.9794
H  -2.6385  3.6446  -0.0910
H  -3.9174  2.4031  0.2316
H  -2.7196  2.8928  1.5012
H  -0.9457  1.8056  0.1538
H  -2.2916  0.6339  0.2851
H  -2.5100  2.5937  -1.9566
H  -1.2078  1.4180  -2.1728
H  -4.1685  0.6651  -1.5491
H  -3.3935  0.7376  -3.1920
H  -1.6697  -0.8226  -1.5229
H  -3.2864  -1.4260  -1.1752
H  -3.6103  -1.3938  -3.8197
H  -1.8327  -1.4024  -3.8071
H  -2.5510  -3.6950  -3.9206
H  -3.8359  -3.5178  -2.7460
H  -2.0876  -3.1908  -0.9066
H  -1.9997  -4.7383  -1.7030
H  -0.1093  -4.2760  -2.9417
H  -0.2588  -2.4852  -2.8041
H  1.4654  -3.8661  -1.3464
H  0.1283  -4.1164  -0.2457
H  2.1988  -2.3754  -2.7103
H  2.0081  -0.6650  -2.9889
H  4.4567  -1.7983  -2.7197
H  4.0982  -0.1004  -2.4725
H  4.2154  -1.1341  -1.0483
H  3.8974  1.4669  0.5621
H  4.2666  1.9683  2.1851
H  3.6583  4.0453  1.6073
H  2.0541  3.4256  1.9920
H  3.0690  4.4646  -3.5834
H  1.8481  5.4095  -2.6169
H  1.7445  3.6529  -2.7681
H  3.6055  6.6310  -0.6364
H  5.0221  6.0061  -1.4495
H  4.8900  5.7364  0.2679
H  4.3273  1.9355  -1.6429
H  5.2371  3.1338  -2.5707
H  5.5697  2.9284  -0.8312
H  2.7288  1.6593  5.3426
H  3.1959  2.5983  3.9486
H  5.1172  1.8564  5.1410
H  5.1945  1.0833  3.5810
H  3.8596  -0.8242  5.1670
H  5.6055  -0.7793  4.8157
Br  -6.5777  2.3652  -1.0343
C  -6.8858  2.2076  0.8805
C  -8.3389  2.3940  1.2261
Br  -8.8552  4.2690  1.1626
H  -6.2372  2.9318  1.3639
H  -6.5588  1.2023  1.1399
H  -8.5300  2.0796  2.2501
H  -9.0045  1.8610  0.5547
Br  -3.6172  -7.2492  -2.3674
C  -3.4585  -7.9753  -0.5683
C  -4.0771  -7.0601  0.4540
Br  -2.9375  -5.5268  0.8259
H  -2.4024  -8.1529  -0.3918
H  -3.9853  -8.9270  -0.5969
H  -4.1866  -7.5734  1.4073
H  -5.0405  -6.6681  0.1435